Formula: C3H7NOS2
Source: OMol25
Level of theory: ωB97M-V with the def2-TZVPD basis set

Computed properties:
Electronic energy ... -1044.84412 Ha
SMILES ... N[C@H](C=O)CSS
Spin multiplicity ... 1
ΔE to the lowest compared entry with this formula, charge and spin ... 36.6 kcal per mole
Kohn-Sham gap ... 8.74 eV

Geometry (Å):
N -1.197 -1.425 -0.324
C -0.678 -0.074 -0.284
C -0.955 0.739 -1.553
O -1.070 1.931 -1.589
C 0.797 0.007 0.074
S 0.977 -0.397 1.849
S 2.610 0.818 2.365
H -2.130 -1.436 -0.737
H -0.728 -1.929 -1.081
H -1.177 0.471 0.519
H -1.344 0.117 -2.387
H 1.102 1.048 0.001
H 1.476 -0.605 -0.517
H 2.316 0.735 3.664

Formula: C3H7NOS2
Source: OMol25
Level of theory: ωB97M-V with the def2-TZVPD basis set

Computed properties:
Electronic energy ... -1044.85258 Ha
SMILES ... N[C@@H](C=O)CSS
Spin multiplicity ... 1
ΔE to the lowest compared entry with this formula, charge and spin ... 31.3 kcal per mole
Kohn-Sham gap ... 8.99 eV

Geometry (Å):
N 0.398 0.880 1.006
C -0.158 0.774 -0.317
C 0.801 1.350 -1.346
O 0.568 1.234 -2.517
C -0.351 -0.719 -0.723
S -1.380 -1.639 0.395
S -0.009 -2.799 1.495
H -0.133 0.359 1.705
H 0.593 1.802 1.364
H -1.116 1.286 -0.435
H 1.639 1.938 -0.919
H -0.902 -0.700 -1.659
H 0.568 -1.299 -0.729
H -0.518 -2.465 2.682